{"formula": "C2H2FNO2", "method": "the ωB97M-V functional and the def2-TZVPD basis", "total_energy_ev": -10406.35442, "homo_lumo_gap_ev": 11.48, "largest_force_ha_per_bohr": 0.08449, "mol_weight_g_mol": 91.04, "relative_energy_kj_mol": 272.9, "smiles": "C=NOC(=O)F", "species": ["C", "N", "O", "C", "O", "F", "H", "H"], "xyz": [[0.0042, 0.4501, 0.1484], [-0.8215, 1.0398, -0.6455], [-2.0962, 1.0368, -0.2868], [-2.8581, 0.0024, 0.0050], [-3.7667, -0.0857, 0.7264], [-2.5483, -1.0940, -0.7266], [1.0328, 0.3896, -0.1170], [-0.2684, -0.1661, 1.1066]], "forces_ev_per_angstrom": [[-2.1, -1.2, 1.0], [4.2, -1.1, -0.1], [-3.1, 1.3, 1.3], [0.7, -2.2, -0.9], [-1.1, 1.1, 1.1], [0.8, 0.4, -0.3], [0.6, 0.4, -0.4], [0.1, 1.3, -1.8]]}

=====

{"formula": "C2H2FNO2", "method": "the ωB97M-V functional and the def2-TZVPD basis", "total_energy_ev": -10401.04063, "homo_lumo_gap_ev": 9.08, "largest_force_ha_per_bohr": 0.12914, "mol_weight_g_mol": 91.04, "relative_energy_kj_mol": 785.6, "species": ["C", "C", "N", "O", "O", "F", "H", "H"], "xyz": [[0.5045, -0.8957, 0.8938], [0.0387, -0.0540, 0.0052], [-0.8259, 0.8964, -0.4911], [-1.9490, 0.5546, -0.7542], [-0.3829, 2.0402, -0.4995], [1.1107, -0.5226, -1.6803], [1.2650, -1.4786, 0.6168], [0.2388, -0.5403, 1.9092]], "forces_ev_per_angstrom": [[-3.6, 5.1, 0.9], [4.3, -4.1, -2.9], [-0.6, 2.6, 0.4], [-0.4, -0.4, -0.4], [-0.2, -0.7, -0.3], [-2.4, 1.0, 3.3], [2.8, -2.5, -0.8], [0.1, -1.1, -0.3]]}

=====

{"formula": "C2H2FNO2", "method": "the ωB97M-V functional and the def2-TZVPD basis", "total_energy_ev": -10401.83537, "homo_lumo_gap_ev": 10.34, "largest_force_ha_per_bohr": 0.11825, "mol_weight_g_mol": 91.04, "relative_energy_kj_mol": 708.9, "species": ["C", "C", "N", "O", "O", "F", "H", "H"], "xyz": [[1.8162, 0.0665, -0.9552], [0.7770, 0.2268, -1.4894], [-1.9681, -0.2514, 1.6303], [-0.6288, -0.0099, 1.7978], [-2.3361, -0.7036, 0.6662], [-0.4225, 0.8036, -1.8502], [-0.0054, 0.1411, 0.7516], [2.7678, -0.2730, -0.5510]], "forces_ev_per_angstrom": [[2.6, -1.2, 1.1], [-5.2, 2.8, -1.3], [0.7, 1.3, 4.6], [2.8, 1.2, -4.3], [-0.7, -1.4, -4.3], [3.3, -2.0, 0.7], [-2.7, -1.1, 4.0], [-0.8, 0.3, -0.4]]}